The following is a DFT calculation (ωB97M-V/def2-TZVPD) of a molecular structure, C6H10O in a non-equilibrium geometry.

The geometry in XYZ format:
```
17
Properties=species:S:1:pos:R:3:forces:R:3
C -0.437782 1.503157 1.773578 0.0 0.1 0.0
C 0.466288 0.608874 0.946268 0.1 0.0 -0.2
C -0.054648 -0.759259 0.538797 0.1 -1.1 0.0
C 0.426555 -0.674051 -1.052343 0.0 0.8 1.6
O 1.680211 -1.242605 -1.285972 -0.1 -0.3 -0.2
C -0.609642 -0.918308 -1.954572 -0.7 -0.4 -0.9
C 0.457561 0.758450 -0.537286 0.1 0.8 -0.5
H -0.469327 1.186128 2.821567 0.0 0.0 -0.1
H -1.461655 1.488395 1.380174 0.1 0.0 0.0
H -0.084109 2.540251 1.751145 0.0 -0.1 0.0
H 1.479757 0.563097 1.359488 -0.1 0.0 0.0
H -1.131966 -0.876088 0.650914 0.1 0.0 -0.1
H 0.496585 -1.622511 0.921674 -0.1 0.1 0.1
H 1.505554 -2.135493 -1.618860 0.2 0.1 0.1
H -0.398852 -1.102802 -3.006618 0.0 0.0 0.2
H -1.644914 -0.781930 -1.663669 0.2 0.0 0.0
H -0.219616 1.464692 -1.024284 0.1 -0.1 0.1
```
Positions in Å, forces in eV/Å.

* gap between HOMO and LUMO (alpha / beta): 7.46 / 8.12 eV
* spin multiplicity: 1
* energy relative to the best compared isomer or geometry (same formula, charge and spin): 405.3 kJ/mol